The following is a DFT calculation (the ωB97M-V functional and the def2-TZVPD basis) of a 2-piece molecular cluster, C6H11Cl3N overall.

Geometry as ORCA input:
```
! RIJCOSX wB97M-V def2-TZVPD def2/J DEFGRID3
* xyz 1 1
C -0.7625 1.5461 -0.5737
C -1.5776 0.5770 0.1267
C 0.1742 0.6618 -1.4509
C -0.7369 -0.6781 0.1970
C 0.8863 -1.8965 -1.1128
C 0.6352 0.3843 2.5659
N 0.4570 -0.5738 -0.6131
Cl 0.0644 1.9763 2.9504
Cl 0.4557 -0.7820 3.7843
Cl 2.1845 0.3660 1.7097
H -1.2698 2.2652 -1.2150
H -0.2829 2.2647 0.1089
H -1.8011 0.7914 1.1464
H -2.3564 0.2987 -0.4974
H -0.3766 0.3277 -2.3391
H 1.1283 1.0752 -1.8384
H -0.9560 -1.4275 0.8667
H 0.0561 -2.4575 -1.6720
H 1.7144 -1.8909 -1.9376
H 1.2184 -2.4657 -0.2937
H 1.1453 -0.3624 0.0878
*
```

Summary:
highest occupied orbital energy (spin up / spin down) = -12.6276 / -12.8524 eV
frontier orbital gap (spin up / spin down) = 8.6 / 8.1 eV
energy relative to the best compared isomer or geometry (same formula, charge and spin) = 107.56 kJ/mol
E_tot = -1670.15260 Eh
lowest unoccupied orbital energy (spin up / spin down) = -0.1498 / -0.1749 Ha